# C24H36O18

6 unconnected molecules or ions with the total composition C24H36O18 in a non-equilibrium geometry (ωB97M-V/def2-TZVPD, the OMol25 dataset).

Output
- Relative energy (zero: lowest compared OMol25 entry of this formula, charge and spin): 0.0 kJ/mol
- Frontier orbital gap: 11.04 eV
- LUMO level: 0.13 eV
- DFT total energy: -62329.328 eV
- SMILES: C[C@H]1COC(=O)O1.C[C@H]1COC(=O)O1.C[C@H]1COC(=O)O1.C[C@H]1COC(=O)O1.C[C@H]1COC(=O)O1.C[C@H]1COC(=O)O1

CARTESIAN COORDINATES (ANGSTROEM)
O  -25.458  -8.447  -1.696
O  -23.217  -0.174  -2.771
O  -26.386  -11.397  -9.875
O  -25.176  -7.734  0.415
O  -24.435  -10.496  -10.537
O  -23.160  -6.004  -6.786
O  -22.211  -2.113  -2.344
O  -25.143  -10.838  -7.111
O  -26.012  -9.232  -9.548
O  -19.527  -7.995  -7.101
O  -22.107  -0.448  -0.837
O  -20.012  -5.960  -6.298
O  -23.007  -10.968  -7.780
O  -26.338  -6.503  -1.058
O  -19.897  -7.680  -4.901
O  -23.890  -12.644  -6.651
O  -25.100  -6.558  -5.881
O  -23.641  -5.318  -4.708
C  -26.951  -8.844  -3.574
C  -19.789  -7.281  -6.185
C  -20.342  -6.595  -4.078
C  -23.789  -6.819  -7.811
C  -22.838  -7.933  -8.136
C  -28.267  -8.415  -9.330
C  -19.508  -6.515  -2.821
C  -22.491  -12.968  -6.745
C  -21.953  -11.933  -7.760
C  -24.107  -11.432  -7.172
C  -25.088  -7.282  -7.102
C  -20.233  -5.374  -5.012
C  -27.617  -10.890  -9.379
C  -20.710  -11.208  -7.327
C  -25.606  -7.577  -0.676
C  -22.750  -2.296  -3.636
C  -23.317  -0.318  -5.188
C  -25.978  -7.911  -2.910
C  -26.591  -6.553  -2.462
C  -23.948  -5.870  -5.724
C  -27.284  -9.476  -8.904
C  -25.506  -10.383  -10.038
C  -23.584  -1.020  -3.891
C  -22.478  -0.871  -1.881
H  -20.812  -10.853  -6.301
H  -27.248  -8.463  -4.550
H  -23.273  -8.586  -8.896
H  -21.165  -4.823  -5.086
H  -22.671  -8.545  -7.252
H  -25.036  -8.352  -6.895
H  -27.663  -6.501  -2.640
H  -27.946  -11.532  -8.564
H  -28.430  -8.381  -10.404
H  -21.942  -2.399  -4.360
H  -19.392  -4.748  -4.713
H  -19.839  -5.659  -2.230
H  -26.056  -5.740  -2.950
H  -20.561  -10.356  -7.989
H  -27.087  -9.428  -7.834
H  -22.440  -13.998  -7.080
H  -21.389  -6.725  -3.788
H  -22.018  -12.824  -5.774
H  -27.967  -7.444  -8.932
H  -24.643  -1.202  -3.706
H  -18.451  -6.384  -3.060
H  -27.823  -9.043  -2.948
H  -22.270  -0.038  -5.300
H  -28.368  -10.903  -10.170
H  -26.481  -9.819  -3.734
H  -21.818  -12.413  -8.730
H  -24.019  -6.175  -8.657
H  -29.236  -8.585  -8.846
H  -23.934  0.581  -5.259
H  -25.166  -7.675  -3.598
H  -25.960  -7.063  -7.715
H  -23.422  -3.146  -3.718
H  -23.581  -0.922  -6.059
H  -21.904  -7.508  -8.499
H  -19.617  -7.422  -2.230
H  -19.813  -11.826  -7.367

Atomic partial charges in e from the Löwdin method, atoms 1 to 2:
1 O 0.091
2 O 0.077

***

# C18H21F9N8OSTi

A molecular structure, C18H21F9N8OSTi in a non-equilibrium geometry (ωB97M-V/def2-TZVPD, the OMol25 dataset).

Output
- Multiplicity: 3
- Frontier orbital gap (spin up / spin down): 6.78 / 7.58 eV
- LUMO level (spin up / spin down): 0.39 / -0.60 eV
- DFT total energy: -91384.985 eV

CARTESIAN COORDINATES (ANGSTROEM)
Ti  -0.962  -0.286  -0.370
S  -3.281  -0.724  -0.887
F  -1.687  -2.423  -2.888
F  0.224  -5.396  -0.691
F  1.307  -3.818  0.340
F  -1.213  -2.092  1.282
F  -0.877  -4.399  -2.865
F  -2.720  -4.025  -1.867
F  -0.957  -4.244  1.352
F  1.356  -3.917  -1.807
F  -2.746  -3.441  0.536
O  -0.145  -1.879  -0.902
N  1.203  0.243  0.259
N  -2.954  0.123  1.653
N  2.866  1.862  1.045
N  3.557  0.021  -0.365
N  -4.877  -1.063  1.218
N  2.878  -0.390  1.928
N  -0.895  1.413  -1.269
N  -1.868  0.700  0.978
C  3.764  1.428  -0.027
C  3.107  1.024  2.221
C  -1.523  -3.496  -2.109
C  -3.702  -0.520  0.815
C  -2.684  2.939  1.669
C  -1.085  3.784  -0.826
C  3.776  -0.784  0.840
C  -0.400  1.704  -2.483
C  -0.209  2.990  -2.920
C  2.179  -0.159  -0.796
C  -1.438  -3.259  0.588
C  -1.267  2.448  -0.422
C  1.504  -0.560  1.476
C  -0.664  -3.127  -0.802
C  1.495  1.664  0.597
C  -1.897  2.027  0.779
C  -0.557  4.053  -2.063
C  0.560  -4.106  -0.748
H  1.341  2.280  -0.289
H  0.199  3.179  -3.902
H  -2.041  3.703  2.113
H  -0.182  0.849  -3.117
H  -0.428  5.077  -2.387
H  4.798  1.582  0.287
H  2.017  -1.203  -1.048
H  0.813  1.979  1.388
H  0.819  -0.253  2.270
H  -5.132  -1.028  2.190
H  -1.371  4.580  -0.154
H  3.609  -1.837  0.603
H  -5.310  -1.731  0.610
H  1.343  -1.612  1.251
H  2.441  1.338  3.027
H  4.809  -0.654  1.167
H  2.002  0.453  -1.684
H  -3.479  3.442  1.115
H  -3.131  2.344  2.460
H  3.573  2.037  -0.914
H  4.141  1.159  2.544

Atomic partial charges in e from the Löwdin method, atoms 1 to 2:
1 Ti 0.785
2 S 0.706

***

# CH2BrClO

2 unconnected molecules or ions with the total composition CH2BrClO in a non-equilibrium geometry (ωB97M-V/def2-TZVPD, the OMol25 dataset).

Output
- Relative energy (zero: lowest compared OMol25 entry of this formula, charge and spin): 275.4 kJ/mol
- Frontier orbital gap: 7.92 eV
- LUMO level: -1.19 eV
- DFT total energy: -85678.439 eV

CARTESIAN COORDINATES (ANGSTROEM)
Br  0.682  -2.904  -2.484
Cl  2.975  -2.456  -0.343
O  -0.158  1.076  -0.237
C  1.469  -2.005  -0.999
H  -0.493  1.990  -0.191
H  -0.458  0.619  -1.029

Atomic partial charges in e from the Löwdin method, atoms 1 to 2:
1 Br 0.530
2 Cl 0.517

***

# C32H43BCrIN2P2Si2

A molecular structure, C32H43BCrIN2P2Si2 (ωB97M-V/def2-TZVPD, the OMol25 dataset).

Output
- Relative energy (zero: lowest compared OMol25 entry of this formula, charge and spin): 0.0 kJ/mol
- Multiplicity: 4
- Frontier orbital gap (spin up / spin down): 7.18 / 8.22 eV
- LUMO level (spin up / spin down): -1.15 / -0.28 eV
- DFT total energy: -108397.075 eV

CARTESIAN COORDINATES (ANGSTROEM)
I  0.087  -3.350  -1.514
Cr  -0.629  -1.282  -0.096
P  0.459  0.915  -0.309
P  2.395  -0.929  0.502
Si  -3.405  -2.024  -1.686
Si  -3.645  -0.064  0.759
N  1.878  0.704  0.550
N  -0.398  -1.078  1.834
C  1.617  1.849  -4.648
C  2.167  2.599  -3.615
C  -0.518  3.860  2.315
C  0.701  0.846  -4.374
C  4.629  -1.577  4.465
C  3.305  -1.114  2.063
C  1.799  2.348  -2.306
C  -2.702  -2.097  -3.440
C  3.931  -0.397  4.275
C  -5.096  0.893  0.027
C  3.385  -1.250  -2.039
C  0.880  1.339  -2.021
C  -5.222  -1.643  -2.009
C  -0.325  -0.844  2.968
C  3.994  -2.311  2.267
C  0.001  2.705  1.752
C  3.272  -0.163  3.074
C  -1.432  4.496  0.182
C  4.303  -1.121  -3.071
C  4.661  -2.536  3.457
C  -2.517  -0.699  -0.634
C  5.569  -0.616  -2.807
C  -1.235  4.753  1.532
C  -2.920  1.203  1.934
C  0.337  0.589  -3.058
C  -4.239  -1.533  1.768
C  5.919  -0.247  -1.515
C  -0.183  2.451  0.394
C  -3.432  -3.693  -0.805
C  -0.904  3.349  -0.389
C  3.727  -0.869  -0.742
C  5.003  -0.375  -0.482
B  -0.275  -0.436  4.472
H  5.279  -0.100  0.529
H  -1.683  -1.730  -3.528
H  6.290  -0.518  -3.609
H  6.911  0.136  -1.311
H  0.453  0.536  4.522
H  -2.696  -3.127  -3.802
H  -0.361  -0.210  -2.836
H  -1.049  3.154  -1.445
H  -3.430  -2.247  1.935
H  4.033  -1.417  -4.076
H  -1.415  -0.152  4.763
H  -5.579  -2.394  -2.720
H  0.524  1.991  2.377
H  -1.649  5.650  1.976
H  -1.994  5.191  -0.428
H  -5.379  -0.662  -2.460
H  -5.840  -1.722  -1.114
H  -2.328  0.160  -1.305
H  -5.059  -2.067  1.286
H  -4.729  1.632  -0.691
H  5.137  -1.762  5.402
H  -3.337  -1.512  -4.110
H  2.229  2.934  -1.501
H  0.152  -1.360  5.118
H  -0.380  4.047  3.371
H  2.886  3.378  -3.834
H  -2.724  -3.766  0.021
H  4.007  -3.066  1.489
H  3.875  0.339  5.066
H  -3.726  1.457  2.629
H  -2.641  2.123  1.421
H  1.908  2.047  -5.672
H  -5.589  1.444  0.832
H  5.195  -3.464  3.610
H  2.525  1.481  0.634
H  -3.188  -4.495  -1.504
H  -5.847  0.286  -0.469
H  -2.078  0.855  2.530
H  0.276  0.257  -5.176
H  -4.586  -1.199  2.747
H  2.394  -1.646  -2.236
H  2.702  0.748  2.950
H  -4.431  -3.883  -0.408

Atomic partial charges in e from the Löwdin method, atoms 1 to 2:
1 I 0.378
2 Cr 0.095

***

The lowest DFT total energy belongs to which entry?
C32H43BCrIN2P2Si2